# 1
# C24H63F2HgN4O16S2

A molecular structure, C24H63F2HgN4O16S2 in a non-equilibrium geometry (ωB97M-V/def2-TZVPD, the Open Molecules 2025 dataset).

Each line ends with the Löwdin charge.
Atoms and positions in Å:
Hg  5.22195  2.69334  3.44588  0.438
N  3.50653  0.88090  1.07703  -0.254
S  3.72989  0.05497  -0.17297  0.443
O  3.38312  0.80767  -1.38077  -0.244
O  3.64180  -1.42709  -0.20590  -0.264
F  5.33616  0.20707  -0.14125  -0.211
S  1.82051  0.57932  1.17068  0.575
O  1.42278  -0.03836  2.43498  -0.270
O  0.98595  0.42858  -0.01601  -0.263
F  1.48313  2.11633  1.51238  -0.222
C  -1.66093  4.48090  5.88965  -0.232
C  -1.55889  5.86881  5.43188  -0.240
O  -0.77097  6.02913  4.20584  -0.081
O  -2.68441  3.89737  5.05311  -0.075
H  -2.08133  4.36986  6.88917  0.128
H  -0.69258  3.98114  5.86458  0.121
H  -1.05796  6.48750  6.17646  0.115
H  -2.49692  6.38388  5.22474  0.127
H  -0.14074  5.30583  4.24123  0.064
H  -2.41982  3.94470  4.13151  0.075
C  -2.83632  -1.05784  6.71937  -0.221
C  -2.21780  -0.99896  8.15069  -0.202
O  -3.22825  -1.62014  8.98874  -0.090
O  -4.14221  -0.46447  6.80300  -0.093
H  -2.89408  -2.10005  6.40541  0.118
H  -2.23755  -0.47178  6.02216  0.108
H  -2.24917  0.07480  8.33553  0.102
H  -1.21143  -1.41250  8.21612  0.118
H  -4.11026  -1.29350  8.79645  0.068
H  -4.24866  0.48157  6.92655  0.091
C  2.06662  7.09916  -0.57153  -0.235
C  1.77877  8.51381  -0.11750  -0.243
O  2.30043  8.59739  1.19655  -0.068
O  3.52021  6.91197  -0.59813  -0.065
H  1.57883  6.93283  -1.53201  0.107
H  1.59323  6.34679  0.05930  0.111
H  0.70170  8.67815  -0.14948  0.111
H  2.19481  9.32107  -0.72028  0.126
H  1.86892  8.04383  1.85152  0.084
H  3.55838  5.96510  -0.75169  0.070
C  -3.18561  -0.89514  -6.89584  -0.089
O  -2.26698  0.09448  -6.42974  -0.178
C  -1.01735  -0.43894  -6.13497  -0.237
C  -0.00273  0.56492  -5.57614  -0.163
N  0.64250  1.30740  -6.65615  0.035
C  1.87490  1.93474  -6.09531  -0.120
C  2.45938  3.06246  -7.01410  -0.188
O  2.54919  4.18075  -6.14040  -0.176
C  3.32836  5.14129  -6.82509  -0.136
H  -3.02554  -1.18636  -7.93395  0.090
H  -4.20296  -0.51050  -6.96766  0.088
H  -3.19574  -1.73460  -6.20065  0.090
H  -0.63736  -0.92124  -7.03558  0.131
H  -1.18682  -1.16776  -5.34239  0.124
H  0.75691  -0.08926  -5.14822  0.131
H  -0.37197  1.25091  -4.81379  0.141
H  0.05252  1.87047  -7.25196  0.136
H  2.67024  1.19902  -5.97590  0.130
H  1.58433  2.34610  -5.12864  0.127
H  1.79213  3.35932  -7.82326  0.122
H  3.47969  2.86298  -7.34162  0.122
H  3.07772  6.06860  -6.30994  0.095
H  3.01679  5.42176  -7.83125  0.083
H  4.39614  5.04490  -7.02165  0.094
C  -4.14002  4.82651  0.22086  -0.132
O  -5.10462  3.93083  0.65918  -0.210
C  -6.52931  4.32958  0.46570  -0.148
C  -7.45839  3.15533  0.57578  -0.217
N  -7.81409  2.42627  -0.61142  0.015
C  -6.78630  1.56970  -1.26056  -0.156
C  -5.91800  0.75586  -0.30638  -0.183
O  -6.70126  -0.24734  0.44363  -0.197
C  -5.96375  -0.89632  1.54904  -0.079
H  -4.34875  5.30185  -0.73756  0.089
H  -3.16904  4.33884  0.13441  0.086
H  -4.01482  5.51754  1.05447  0.088
H  -6.71603  4.80800  -0.49573  0.125
H  -6.67504  5.05774  1.26360  0.129
H  -8.42513  3.61573  0.77962  0.129
H  -7.27916  2.66261  1.53140  0.137
H  -8.63006  1.85616  -0.44029  0.125
H  -6.12963  2.18392  -1.87669  0.121
H  -7.27074  0.88165  -1.95338  0.123
H  -5.40268  1.35937  0.44083  0.106
H  -5.23933  0.27290  -1.00940  0.122
H  -5.77356  -0.18800  2.35539  0.077
H  -5.02616  -1.41329  1.34471  0.082
H  -6.59350  -1.62000  2.06655  0.081
C  4.96452  -10.75946  -2.49609  -0.124
O  6.05514  -10.56047  -1.65451  -0.163
C  6.45635  -9.17616  -1.58905  -0.197
C  5.43586  -8.30923  -0.91031  -0.160
N  5.65344  -8.51087  0.52452  0.050
C  4.77394  -7.78177  1.44809  -0.151
C  5.21286  -8.17844  2.80703  -0.285
O  4.83319  -9.46029  3.08287  -0.161
C  5.13944  -9.82700  4.36215  -0.101
H  4.28409  -11.56034  -2.20679  0.096
H  5.32849  -11.08063  -3.47204  0.091
H  4.42083  -9.84305  -2.72562  0.079
H  6.55865  -8.71637  -2.57202  0.123
H  7.48233  -9.25840  -1.23029  0.139
H  4.39280  -8.31374  -1.22668  0.133
H  5.76836  -7.28303  -1.06672  0.136
H  5.93682  -9.39488  0.92242  0.139
H  3.73678  -8.05325  1.25140  0.142
H  4.78842  -6.71775  1.21197  0.139
H  4.74936  -7.44348  3.46513  0.132
H  6.27698  -7.98578  2.94345  0.139
H  4.96421  -9.02161  5.07541  0.093
H  6.19557  -10.07621  4.25933  0.108
H  4.35977  -10.53863  4.63383  0.106

Atoms 1-3, force components in eV/Å:
-0.090 -0.143 -0.124
-3.938 -0.351 1.906
5.490 -3.501 -6.251

Orbital gap in eV: 1.1
Charge: +1
Spin multiplicity: 1
ΔE to the lowest compared entry with this formula, charge and spin in eV: 11.264
E_HOMO in eV: -10.63

=====

# 2
# C24H63N12O3P3

6 unconnected molecules or ions with the total composition C24H63N12O3P3 in a non-equilibrium geometry (ωB97M-V/def2-TZVPD, the Open Molecules 2025 dataset).

Each line ends with the Löwdin charge.
Atoms and positions in Å:
O  28.75111  4.52867  -22.36599  -0.324
P  27.67229  5.51105  -22.84831  0.662
N  28.07578  7.13417  -22.38807  -0.290
C  29.44094  7.58255  -22.25859  -0.125
C  27.16109  8.23678  -22.46671  -0.157
N  26.16485  5.25956  -22.05845  -0.291
C  26.16001  5.31848  -20.54125  -0.084
C  25.24788  4.19408  -22.51399  -0.116
N  27.29705  5.34232  -24.51159  -0.320
C  28.21701  4.55221  -25.32121  -0.112
C  26.42047  6.15802  -25.31418  -0.120
H  29.60263  7.83621  -21.21092  0.087
H  29.84645  8.37874  -22.88288  0.085
H  30.08229  6.73792  -22.51032  0.072
H  26.72613  8.55554  -23.41397  0.064
H  27.43560  9.15946  -21.95544  0.087
H  26.24068  8.01942  -21.92475  0.055
H  26.20285  6.38538  -20.32218  0.055
H  25.31062  4.73410  -20.18749  0.070
H  27.08796  4.86085  -20.19835  0.076
H  25.46473  3.14715  -22.30180  0.080
H  24.27347  4.51059  -22.14192  0.040
H  25.14998  4.37951  -23.58363  0.055
H  27.80125  4.32840  -26.30362  0.085
H  29.10131  5.17557  -25.45364  0.080
H  28.67370  3.74711  -24.74560  0.072
H  25.40523  5.77009  -25.39712  0.064
H  26.77927  6.36074  -26.32328  0.091
H  26.15188  7.02561  -24.71147  0.056
O  22.58166  3.96936  -16.87633  -0.307
P  23.59548  4.82134  -16.24136  0.535
N  22.93056  5.66816  -14.90749  -0.291
C  22.06016  4.78286  -14.04252  -0.117
C  22.67235  7.19246  -14.69123  -0.042
N  24.28871  6.08458  -17.21798  -0.275
C  23.58030  6.55509  -18.52410  -0.072
C  25.58967  6.71889  -16.97328  -0.122
N  24.87931  3.95915  -15.59942  -0.312
C  25.50675  4.29449  -14.31498  -0.101
C  25.26403  2.67694  -16.11954  -0.113
H  21.08506  4.68869  -14.52044  0.074
H  21.96166  5.20049  -13.04053  0.079
H  22.46130  3.77360  -13.95002  0.068
H  21.64447  7.24541  -14.33241  0.071
H  22.90363  7.75221  -15.59748  0.060
H  23.33010  7.42156  -13.85279  0.071
H  22.73977  7.10299  -18.09817  0.063
H  24.18665  7.25910  -19.09402  0.070
H  23.08899  5.76343  -19.08977  0.033
H  25.71190  6.73324  -15.89026  0.060
H  26.44170  6.26890  -17.48283  0.074
H  25.66635  7.76798  -17.25901  0.067
H  24.78280  4.21298  -13.50420  0.065
H  26.37596  3.72874  -13.97955  0.079
H  25.74714  5.35454  -14.23369  0.062
H  24.93633  1.85857  -15.47846  0.093
H  26.30056  2.84088  -16.41422  0.090
H  24.79737  2.60355  -17.10185  0.056
O  18.29004  5.24720  -20.57917  -0.226
P  18.71399  4.33326  -21.64987  0.537
N  17.70151  4.39668  -22.98927  -0.319
C  17.51831  5.68616  -23.60264  -0.086
C  16.63405  3.40590  -23.15175  -0.087
N  18.85049  2.72734  -21.16244  -0.188
C  19.24789  1.60865  -22.05122  -0.060
C  19.10565  2.36987  -19.70488  -0.015
N  20.28467  4.70433  -22.24787  -0.125
C  21.55114  4.68522  -21.36964  -0.006
C  20.55765  4.42226  -23.67046  -0.065
H  16.75882  5.58659  -24.37813  0.097
H  18.45795  6.11161  -23.95500  0.075
H  17.07286  6.31314  -22.83026  0.093
H  16.09505  3.17462  -22.23302  0.089
H  16.95798  2.44916  -23.56142  0.071
H  15.77545  3.79815  -23.69678  0.094
H  18.74795  0.69270  -21.73628  0.110
H  18.82563  1.84523  -23.02787  0.058
H  20.32581  1.57170  -22.20871  0.098
H  19.55731  1.38306  -19.60326  0.084
H  19.74047  3.15398  -19.29225  0.086
H  18.15665  2.26199  -19.17966  0.101
H  21.97171  3.68008  -21.40020  0.092
H  22.26499  5.32900  -21.88350  0.089
H  21.39741  5.03502  -20.34880  0.082
H  20.54343  5.32855  -24.27587  0.108
H  19.78968  3.74764  -24.04889  0.077
H  21.39966  3.73568  -23.75835  0.102
C  26.55919  10.99562  -16.42059  -0.082
C  27.80115  10.70457  -15.68100  -0.271
N  28.79202  10.46485  -15.10926  0.122
H  26.41841  12.05288  -16.64527  0.083
H  25.76062  10.38910  -15.99338  0.074
H  26.70939  10.73978  -17.46944  0.072
C  29.98040  3.70803  -14.35861  -0.078
C  31.20018  3.10486  -13.87956  -0.305
N  32.17292  2.69100  -13.52938  0.144
H  29.73590  3.33721  -15.35402  0.079
H  30.04466  4.78018  -14.54430  0.086
H  29.18127  3.45115  -13.66326  0.073
C  23.07039  0.14161  -18.26927  -0.086
C  23.70073  0.70218  -19.41887  -0.268
N  24.24896  1.06854  -20.41157  0.127
H  23.34661  -0.91260  -18.28985  0.091
H  22.01749  -0.11969  -18.37520  0.080
H  23.31257  0.36589  -17.23045  0.085

Atoms 1-3, force components in eV/Å:
-2.014 2.343 -1.589
0.900 -1.216 1.216
-0.774 -0.437 -1.194

Orbital gap (alpha / beta) in eV: 7.9 / 3.1
Charge: +1
Spin multiplicity: 2
E_HOMO (alpha / beta) in eV: -10.21 / -10.21

=====

Number 1: molar mass 966.50 g/mol. Number 2: molar mass 660.77 g/mol.